[1]
C48H41Cl4KN5O4P2S2 | ωB97M-V with the def2-TZVPD basis set

highest occupied orbital energy: -4.25 eV
ΔE to the lowest compared entry with this formula, charge and spin: 14.2 kcal per mole
net charge: -1
frontier orbital gap: 0.232 Eh

CARTESIAN COORDINATES (ANGSTROEM)
K -0.86 -0.07 -1.15
O -2.49 0.25 0.34
P -2.51 1.06 1.59
C -0.88 1.13 2.43
P 0.47 1.81 1.45
O 0.55 1.20 0.07
C 0.28 3.60 1.36
C 0.80 4.21 0.21
C 0.76 5.59 0.07
C 0.20 6.37 1.07
C -0.33 5.77 2.21
C -0.28 4.39 2.35
C 2.02 1.64 2.37
C 3.12 1.12 1.69
C 4.35 1.05 2.33
C 4.47 1.49 3.64
C 3.37 2.00 4.32
C 2.15 2.08 3.68
C -2.96 2.77 1.22
C -3.42 3.63 2.22
C -3.70 4.95 1.92
C -3.54 5.42 0.62
C -3.11 4.56 -0.38
C -2.82 3.23 -0.09
C -3.70 0.55 2.82
C -4.90 0.03 2.33
C -5.87 -0.41 3.22
C -5.65 -0.35 4.59
C -4.46 0.16 5.08
C -3.48 0.60 4.20
H -0.62 0.09 2.68
H -0.97 1.70 3.37
H 1.23 3.59 -0.57
H 1.16 6.04 -0.82
H 0.16 7.45 0.96
H -0.78 6.38 2.98
H -0.72 3.94 3.24
H 3.00 0.76 0.68
H 5.20 0.64 1.81
H 5.43 1.42 4.14
H 3.47 2.33 5.35
H 1.29 2.48 4.22
H -3.55 3.27 3.23
H -4.06 5.62 2.70
H -3.76 6.45 0.39
H -2.99 4.91 -1.40
H -2.51 2.56 -0.88
H -5.05 -0.05 1.27
H -6.79 -0.84 2.83
H -6.41 -0.71 5.27
H -4.28 0.19 6.14
H -2.53 0.94 4.59
Cl -1.18 -2.71 -0.12
C -2.66 -3.48 0.42
C -3.40 -4.13 -0.56
C -4.59 -4.75 -0.24
C -5.02 -4.70 1.08
C -4.26 -4.05 2.04
Cl -4.90 -4.07 3.67
C -3.04 -3.39 1.78
S -2.11 -2.56 2.99
H -3.03 -4.13 -1.58
H -5.18 -5.26 -0.99
H -5.95 -5.18 1.38
N 3.70 -2.78 -6.27
C 4.66 -2.54 -7.24
C 4.93 -3.12 -8.47
C 6.00 -2.61 -9.18
C 6.78 -1.56 -8.67
C 6.50 -0.99 -7.44
C 5.42 -1.49 -6.72
N 4.93 -1.10 -5.47
C 3.92 -1.88 -5.26
C 3.07 -1.85 -4.05
C 3.21 -0.81 -3.15
C 2.40 -0.79 -2.02
N 1.51 -1.75 -1.74
C 1.37 -2.74 -2.62
C 2.12 -2.83 -3.78
H 2.94 -3.43 -6.33
H 4.33 -3.93 -8.87
H 6.24 -3.03 -10.15
H 7.61 -1.19 -9.26
H 7.10 -0.18 -7.05
H 3.91 -0.01 -3.34
H 2.44 0.04 -1.33
H 0.62 -3.48 -2.39
H 1.95 -3.67 -4.45
S 1.47 -1.34 3.84
C 1.07 -2.94 3.52
N 0.58 -3.84 4.40
C 0.06 -5.03 3.74
C 0.39 -4.78 2.26
N 1.17 -3.54 2.32
H 0.11 -3.45 5.20
H -1.02 -5.10 3.89
H 0.54 -5.93 4.12
H -0.52 -4.62 1.67
H 0.97 -5.59 1.82
H 1.23 -2.94 1.51
Cl -0.66 3.77 -4.65
C -0.04 2.85 -3.23
Cl 1.76 2.86 -3.24
C -0.70 1.43 -3.19
O -1.89 1.48 -2.81
O 0.01 0.45 -3.45
H -0.35 3.41 -2.35

---

[2]
C48H41GeN3P2Re | ωB97M-V with the def2-TZVPD basis set

2S+1: 4
highest occupied orbital energy (spin up / spin down): -17.12 / -18.86 eV
ΔE to the lowest compared entry with this formula, charge and spin: 108.8 kcal per mole
net charge: +4
frontier orbital gap (spin up / spin down): 0.160 / 0.217 Eh

CARTESIAN COORDINATES (ANGSTROEM)
Re -0.40 0.30 -0.49
N -3.00 0.44 0.87
P -2.25 -1.03 0.51
C -1.91 -1.95 2.03
C -1.15 -3.05 2.01
C -0.89 -3.78 3.29
C -2.04 -3.85 4.33
C -2.92 -2.58 4.35
C -2.48 -1.50 3.34
C -3.46 -1.98 -0.41
C -4.50 -1.31 -1.07
C -5.53 -2.02 -1.65
C -5.51 -3.41 -1.63
C -4.45 -4.09 -1.02
C -3.44 -3.38 -0.40
P -1.95 1.75 0.61
C -2.82 3.06 -0.22
C -2.27 4.35 -0.14
C -2.93 5.41 -0.74
C -4.14 5.20 -1.39
C -4.70 3.93 -1.45
C -4.03 2.85 -0.88
C -1.37 2.37 2.18
C -0.12 2.98 2.33
C 0.21 3.58 3.53
C -0.70 3.59 4.58
C -1.95 2.99 4.43
C -2.29 2.38 3.23
H -4.00 0.54 1.03
H -0.67 -3.41 1.10
H -0.43 -4.75 3.13
H -2.62 -4.77 4.33
H -3.98 -2.81 4.33
H -3.24 -0.73 3.23
H -4.51 -0.23 -1.13
H -6.34 -1.50 -2.13
H -6.32 -3.97 -2.09
H -4.44 -5.17 -1.01
H -2.67 -3.93 0.11
H -1.36 4.53 0.41
H -2.51 6.40 -0.68
H -4.66 6.04 -1.83
H -5.65 3.78 -1.93
H -4.48 1.87 -0.94
H 0.59 3.00 1.51
H 1.17 4.07 3.64
H -0.44 4.07 5.51
H -2.66 3.02 5.24
H -3.28 1.95 3.12
C -1.59 -2.64 6.39
C -1.01 -3.64 5.49
C -0.01 -3.04 4.42
C -0.24 -1.61 4.17
C -1.49 -0.94 4.50
C -2.37 -1.73 5.53
N 0.67 -0.93 3.50
N 0.61 -0.54 2.34
C 1.59 0.30 1.81
C 2.71 0.74 2.50
C 3.59 1.62 1.86
C 3.33 2.03 0.55
C 2.20 1.58 -0.13
C 1.31 0.69 0.49
H -1.41 -2.53 7.45
H -0.60 -4.54 5.93
H 1.05 -3.28 4.44
H -1.38 0.15 4.55
H -3.10 -1.08 6.02
H 2.91 0.40 3.51
H 4.47 1.97 2.37
H 4.02 2.70 0.06
H 2.06 1.91 -1.15
Ge 0.23 -0.07 -3.05
C 1.38 1.23 -3.77
C 2.69 0.79 -4.05
C 3.58 1.65 -4.65
C 3.19 2.96 -4.95
C 1.90 3.40 -4.65
C 0.99 2.55 -4.07
C -1.69 -0.03 -3.03
C -2.41 1.15 -3.34
C -3.58 1.07 -4.07
C -4.04 -0.17 -4.51
C -3.37 -1.35 -4.19
C -2.21 -1.28 -3.44
H 0.75 -1.48 -2.80
H 3.00 -0.22 -3.82
H 4.58 1.31 -4.89
H 3.89 3.63 -5.43
H 1.61 4.41 -4.90
H -0.01 2.90 -3.87
H -2.04 2.12 -3.05
H -4.11 1.97 -4.33
H -4.93 -0.22 -5.12
H -3.73 -2.30 -4.54
H -1.67 -2.20 -3.21

---

[3]
C48H42BN6O3PRbS | ωB97M-V with the def2-TZVPD basis set

highest occupied orbital energy: -5.61 eV
ΔE to the lowest compared entry with this formula, charge and spin: 9.5 kcal per mole
net charge: -1
frontier orbital gap: 0.291 Eh

CARTESIAN COORDINATES (ANGSTROEM)
Rb -0.49 -0.86 -0.79
C 6.19 -0.01 -0.75
C 4.86 0.27 -0.14
C 4.56 1.16 0.87
C 3.18 1.01 1.07
N 2.68 0.12 0.24
N 3.71 -0.35 -0.50
B 3.57 -1.41 -1.60
N 2.99 -2.75 -1.07
N 1.80 -2.89 -0.45
C 1.73 -4.15 -0.04
C 2.90 -4.85 -0.38
C 3.68 -3.92 -1.03
C 5.04 -4.13 -1.60
C 0.56 -4.69 0.69
C 0.48 -6.06 0.97
C -0.61 -6.58 1.63
C -1.66 -5.76 2.02
C -1.59 -4.40 1.75
C -0.49 -3.88 1.10
N 2.87 -0.84 -2.86
N 1.67 -0.22 -2.85
C 1.49 0.29 -4.06
C 2.59 0.00 -4.89
C 3.45 -0.71 -4.08
C 4.78 -1.27 -4.46
C 0.27 1.03 -4.43
C -0.02 1.27 -5.77
C -1.17 1.95 -6.14
C -2.07 2.39 -5.18
C -1.79 2.15 -3.84
C -0.63 1.49 -3.47
C 2.35 1.69 2.08
C 1.39 0.98 2.81
C 0.69 1.60 3.83
C 0.90 2.94 4.12
C 1.84 3.66 3.38
C 2.56 3.03 2.38
H 6.94 0.61 -0.25
H 6.49 -1.05 -0.65
H 6.21 0.24 -1.81
H 5.25 1.80 1.40
H 4.68 -1.67 -1.96
H 3.16 -5.87 -0.19
H 5.32 -5.17 -1.47
H 5.09 -3.89 -2.66
H 5.79 -3.51 -1.10
H 1.28 -6.71 0.65
H -0.65 -7.65 1.83
H -2.52 -6.18 2.52
H -2.41 -3.74 2.00
H -0.45 -2.82 0.92
H 2.75 0.28 -5.91
H 4.97 -1.06 -5.51
H 5.59 -0.82 -3.87
H 4.83 -2.34 -4.31
H 0.65 0.91 -6.54
H -1.38 2.12 -7.19
H -2.98 2.90 -5.46
H -2.49 2.45 -3.07
H -0.43 1.33 -2.42
H 1.24 -0.07 2.59
H -0.03 1.03 4.41
H 0.34 3.42 4.91
H 2.01 4.71 3.59
H 3.30 3.59 1.81
O -4.35 -2.17 -1.64
S -3.61 -1.19 -0.87
O -2.89 -0.19 -1.67
O -2.78 -1.77 0.19
C -4.78 -0.19 0.03
C -6.14 -0.44 -0.08
C -7.04 0.34 0.63
C -6.58 1.37 1.43
C -5.22 1.61 1.53
C -4.30 0.85 0.83
P -2.48 1.14 1.04
C -2.48 0.99 2.87
C -2.68 2.03 3.77
C -2.72 1.79 5.14
C -2.56 0.49 5.62
C -2.36 -0.55 4.72
C -2.32 -0.30 3.36
C -2.33 2.95 0.78
C -1.17 3.56 1.25
C -0.91 4.89 0.96
C -1.80 5.62 0.18
C -2.94 5.01 -0.31
C -3.21 3.68 -0.01
H -6.46 -1.26 -0.71
H -8.10 0.14 0.55
H -7.28 1.98 1.99
H -4.87 2.41 2.17
H -2.80 3.05 3.41
H -2.87 2.61 5.83
H -2.58 0.30 6.68
H -2.23 -1.56 5.09
H -2.17 -1.12 2.66
H -0.45 3.00 1.84
H 0.00 5.35 1.33
H -1.59 6.66 -0.06
H -3.64 5.57 -0.93
H -4.10 3.21 -0.40

---

[4]
C48H42CrI2N3O2S2SbTe | ωB97M-V with the def2-TZVPD basis set

2S+1: 4
highest occupied orbital energy (spin up / spin down): -10.02 / -10.07 eV
net charge: +1
frontier orbital gap (spin up / spin down): 0.254 / 0.269 Eh

CARTESIAN COORDINATES (ANGSTROEM)
Cr -0.19 -0.20 0.21
I -0.49 -1.10 -4.85
C 0.11 -2.33 -3.31
C 0.70 -3.59 -3.58
C 1.12 -4.41 -2.58
I 2.00 -6.23 -3.07
C 0.95 -4.02 -1.22
C 1.35 -4.77 -0.08
C 1.15 -4.26 1.17
C 0.54 -3.00 1.33
N 0.16 -2.28 0.30
C 0.36 -2.77 -0.97
C -0.06 -1.90 -2.02
O -0.58 -0.73 -1.67
H 0.82 -3.90 -4.61
H 1.82 -5.74 -0.22
H 1.45 -4.82 2.05
H 0.34 -2.59 2.31
C 7.47 -0.50 -2.46
C 6.40 -0.52 -1.40
C 6.12 0.62 -0.65
C 5.12 0.63 0.31
C 4.40 -0.54 0.54
C 4.68 -1.70 -0.17
C 5.68 -1.68 -1.13
S 2.92 -0.60 1.49
C 3.16 0.72 2.65
O 1.89 -0.11 0.46
H 7.68 0.52 -2.79
H 7.17 -1.09 -3.33
H 8.40 -0.93 -2.08
H 6.67 1.54 -0.84
H 4.93 1.54 0.86
H 4.11 -2.60 0.01
H 5.89 -2.58 -1.69
H 3.21 1.67 2.12
H 4.08 0.53 3.20
H 2.30 0.71 3.32
C -4.92 2.76 -3.74
C -3.78 3.36 -3.22
C -3.12 2.79 -2.13
C -3.61 1.62 -1.55
C -4.75 1.01 -2.08
C -5.40 1.59 -3.17
Sb -2.68 0.82 0.17
C -2.84 2.53 1.39
C -1.93 3.57 1.19
C -1.96 4.70 2.00
C -2.89 4.80 3.02
C -3.81 3.77 3.22
C -3.78 2.64 2.41
C -4.09 -0.62 0.76
C -5.41 -0.32 1.09
C -6.27 -1.33 1.50
C -5.82 -2.64 1.56
C -4.51 -2.95 1.22
C -3.64 -1.94 0.82
H -5.43 3.20 -4.58
H -3.39 4.27 -3.66
H -2.25 3.28 -1.74
H -5.13 0.09 -1.67
H -6.29 1.12 -3.57
H -1.20 3.53 0.39
H -1.25 5.50 1.83
H -2.91 5.67 3.66
H -4.54 3.84 4.01
H -4.48 1.84 2.60
H -5.77 0.71 1.04
H -7.29 -1.09 1.75
H -6.49 -3.43 1.88
H -4.16 -3.97 1.26
H -2.62 -2.18 0.56
C -2.18 -4.08 4.62
C -2.40 -2.64 4.29
C -3.59 -1.99 4.60
C -3.71 -0.69 4.15
N -2.74 -0.05 3.50
C -1.61 -0.73 3.31
S -0.23 0.15 2.56
N -1.40 -2.00 3.67
H -3.01 -4.51 5.19
H -1.25 -4.20 5.19
H -2.06 -4.65 3.69
H -4.39 -2.48 5.14
H -4.63 -0.13 4.31
C 2.05 3.05 -0.76
Te 0.51 1.80 -1.52
C 2.11 0.77 -2.45
C 3.17 1.83 -2.63
C 4.16 1.71 -3.60
C 5.13 2.69 -3.74
C 5.11 3.81 -2.91
C 4.12 3.94 -1.95
C 3.15 2.96 -1.80
H 2.37 2.63 0.20
H 1.70 4.07 -0.59
H 1.77 0.35 -3.39
H 2.43 -0.02 -1.78
H 4.16 0.85 -4.26
H 5.89 2.60 -4.51
H 5.85 4.59 -3.03
H 4.08 4.83 -1.32

---

no.,E_tot (eV)
1,-172753.77300
2,-132089.96296
3,-87004.24540
4,-139143.22306